Record 1
A 2-piece molecular cluster, C3H5Cl overall. Source: OMol25; level of theory: wB97M-V/def2-TZVPD.

Summary:
- ΔE to the lowest compared entry with this formula, charge and spin: 52.8 kcal per mole
- Total charge: 0
- SMILES string: C1=CC1.Cl
- DFT total energy: -15711.5580 eV

Positions of all 9 atoms, in Å:
1 C -0.65 0.95 -0.44
2 C -1.21 -0.08 0.55
3 C -0.46 -0.32 -0.74
4 Cl 3.34 -0.37 -0.06
5 H -0.32 2.01 -0.55
6 H 2.12 -0.60 0.33
7 H -0.57 -0.22 1.47
8 H -2.27 -0.27 0.72
9 H 0.01 -1.10 -1.29

***

Record 2
One molecule with the formula CH4N4S. Source: OMol25; level of theory: wB97M-V/def2-TZVPD.

Summary:
- ΔE to the lowest compared entry with this formula, charge and spin: 72.4 kcal per mole
- Total charge: 0
- SMILES string: [S-][N+]1=NNNC1
- DFT total energy: -17893.1282 eV

Positions of all 10 atoms, in Å:
1 C 0.11 -0.89 -0.18
2 N -0.77 1.27 -0.29
3 N 1.11 -0.02 0.39
4 N 0.70 1.29 0.21
5 N -1.12 0.03 -0.22
6 S -2.58 -0.47 0.17
7 H 0.42 -1.00 -1.24
8 H -0.34 -1.66 0.45
9 H 1.29 -0.20 1.39
10 H 1.18 1.66 -0.66